A structure of composition C4H14N2Si2 at a distorted geometry, computed with ωB97M-V with the def2-TZVPD basis set.

HOMO energy: -7.6 eV
relative energy (zero: lowest compared OMol25 entry of this formula, charge and spin): 166.1 kcal/mol
DFT total energy: -23106.7386 eV

Geometry (Å):
C  1.06  0.96  0.63
C  1.73  0.28  -0.54
C  -0.98  1.45  1.80
C  1.75  -2.15  -0.21
N  -0.36  0.87  0.60
N  1.19  -1.00  -0.82
Si  -1.10  -0.59  -0.11
Si  -2.30  0.04  -1.92
H  1.32  0.60  1.63
H  1.37  2.00  0.61
H  1.39  0.89  -1.37
H  2.80  0.29  -0.22
H  -1.99  1.80  1.49
H  -0.95  0.63  2.56
H  -0.32  2.26  2.06
H  1.78  -2.18  0.92
H  1.12  -3.06  -0.58
H  2.83  -2.32  -0.65
H  -1.60  -1.46  0.96
H  -2.88  -0.87  -2.88
H  -2.19  1.22  -2.63
H  -3.66  0.34  -1.32

A cluster of 2 separate species, C4H14N3 in total at a distorted geometry, computed with ωB97M-V with the def2-TZVPD basis set.

<S²>: 0.753
multiplicity: 2
HOMO energy (spin up / spin down): -4.8 / -9.5 eV
relative energy (zero: lowest compared OMol25 entry of this formula, charge and spin): 22.9 kcal/mol
DFT total energy: -8842.3623 eV

Geometry (Å):
C  0.92  -1.56  -1.13
C  2.65  0.19  -0.49
N  2.23  -0.99  -0.77
H  0.50  -1.93  -0.21
H  1.16  -2.34  -1.84
H  0.24  -0.85  -1.60
H  1.99  1.04  -0.59
H  3.68  0.26  -0.25
H  2.89  -1.73  -0.52
C  -1.43  -0.11  0.94
C  -1.27  1.32  0.37
N  -0.25  1.34  -0.79
N  -2.50  -0.15  2.00
H  -1.68  -0.74  0.03
H  -0.50  -0.43  1.40
H  -2.24  1.73  0.03
H  -0.88  2.02  1.13
H  0.02  2.32  -0.98
H  -0.78  1.10  -1.62
H  -3.37  0.13  1.54
H  -2.65  -1.13  2.24

The ion C4H14N3 with charge +1 at a distorted geometry, computed with ωB97M-V with the def2-TZVPD basis set.

net charge: +1
HOMO energy: -13.1 eV
relative energy (zero: lowest compared OMol25 entry of this formula, charge and spin): 23.7 kcal/mol
DFT total energy: -8838.9937 eV

Geometry (Å):
N  -2.62  -0.73  -0.88
C  -2.04  0.61  -0.76
C  -0.92  0.61  0.30
N  0.00  -0.51  0.00
C  1.00  -0.82  1.00
C  2.13  0.23  0.95
N  2.33  0.54  -0.50
H  -3.41  -0.84  -0.27
H  -2.99  -0.84  -1.82
H  -2.74  1.40  -0.49
H  -1.63  0.93  -1.72
H  -0.43  1.59  0.26
H  -1.38  0.44  1.28
H  -0.54  -1.22  -0.48
H  1.36  -1.85  0.87
H  0.54  -0.85  1.98
H  3.07  -0.09  1.36
H  1.76  1.13  1.45
H  3.05  -0.06  -0.89
H  1.33  0.26  -0.87
H  2.61  1.50  -0.69

A cluster of 2 separate species, C4H14N3 in total at a distorted geometry, computed with ωB97M-V with the def2-TZVPD basis set.

net charge: +1
HOMO energy: -14.9 eV
relative energy (zero: lowest compared OMol25 entry of this formula, charge and spin): 29.2 kcal/mol
DFT total energy: -8838.7556 eV

Geometry (Å):
C  0.58  0.69  2.23
C  0.80  1.37  -0.01
N  -0.06  0.95  0.94
N  2.09  1.71  0.15
N  0.29  1.72  -1.21
H  -0.69  0.27  0.47
H  2.55  1.77  1.04
H  2.48  2.20  -0.63
H  -0.63  1.39  -1.46
H  0.64  2.53  -1.69
H  -0.10  0.82  3.12
H  1.44  1.33  2.45
H  1.05  -0.29  2.42
C  -1.02  -1.74  -0.31
C  -1.48  -2.38  -1.70
H  0.01  -1.40  -0.30
H  -1.80  -1.01  0.03
H  -1.29  -2.50  0.42
H  -2.05  -3.28  -1.42
H  -0.63  -2.51  -2.39
H  -2.14  -1.66  -2.16

- relative energy (zero: lowest compared OMol25 entry of this formula, charge and spin) of number 3 (C4H14N3)?
  23.7 kcal/mol